No. 1
64
Properties=species:S:1:pos:R:3 method="wB97M-V/def2-TZVPD" charge=+2 largest_force_ha_per_bohr=0.074 de_lowest_kj_mol=0.0 energy_ha=-2044.7515 orbital_gap_ev="5.474 / 5.510" e_lumo_ev="-8.92 / -8.88"
Mo -0.193 -0.253 -0.012
Si -0.663 -1.906 1.698
P 1.019 -1.773 -1.496
N -1.630 -0.301 -1.033
H 2.541 1.633 1.947
C 1.955 -1.224 -2.951
H 2.289 -2.085 -3.548
H 2.823 -0.642 -2.617
H 1.317 -0.580 -3.569
C 2.153 -2.933 -0.654
H 2.562 -3.637 -1.396
H 1.619 -3.494 0.125
H 2.965 -2.356 -0.187
C -0.285 -2.862 -2.207
H 0.184 -3.693 -2.757
H -0.913 -2.276 -2.897
H -0.928 -3.263 -1.409
C 0.781 -2.090 2.936
H 1.058 -1.112 3.367
H 1.657 -2.544 2.444
H 0.396 -2.760 3.725
H -1.819 -1.453 2.536
H -0.922 -3.273 1.129
C -2.905 -0.258 -1.497
C -4.499 0.574 -3.093
C -3.249 0.680 -2.494
C -3.820 -1.214 -0.992
C -5.066 -1.307 -1.604
C -5.391 -0.417 -2.639
H -4.766 1.258 -3.903
H -2.474 1.396 -2.789
H -3.464 -1.872 -0.196
H -5.762 -2.077 -1.257
H -6.376 -0.495 -3.099
C 2.969 1.107 1.060
O 2.032 0.296 0.398
C 3.530 2.181 0.136
H 4.624 2.215 0.147
H 3.177 3.181 0.408
H 3.219 2.011 -0.900
C 3.971 0.064 1.556
H 4.629 -0.179 0.708
H 3.468 -0.880 1.821
H 4.574 0.380 2.402
C 0.450 4.830 4.928
C 0.627 4.781 3.429
N 0.177 3.401 3.033
C -0.558 3.173 1.913
S -0.030 1.938 0.767
N -1.540 3.974 1.502
C -2.348 4.876 2.374
C -2.436 6.213 1.667
H -0.582 4.593 5.185
H 0.704 5.819 5.355
H 1.075 4.083 5.421
H 0.084 5.575 2.906
H 1.686 4.891 3.175
H 0.907 2.683 3.146
H -2.030 3.582 0.688
H -3.345 4.434 2.444
H -1.938 4.954 3.381
H -2.931 6.118 0.698
H -2.998 6.964 2.257
H -1.438 6.605 1.470


No. 2
57
Properties=species:S:1:pos:R:3 method="wB97M-V/def2-TZVPD" largest_force_ha_per_bohr=0.012 de_lowest_kj_mol=15.9 energy_ha=-783.8860 orbital_gap_ev=11.094 e_lumo_ev=0.94 smiles=CCCCCCCCCCCCCCCCCCO
C -7.388 -2.296 -1.459
C -8.034 -1.399 -0.410
C -7.266 -1.367 0.913
C -5.841 -0.818 0.814
C -5.787 0.641 0.364
C -4.390 1.251 0.489
C -3.383 0.631 -0.479
C -2.041 1.364 -0.511
C -1.255 1.230 0.791
C 0.124 1.888 0.736
C 1.108 1.162 -0.180
C 2.514 1.750 -0.088
C 3.488 1.041 -1.026
C 4.921 1.563 -0.897
C 5.652 1.082 0.365
C 6.579 -0.110 0.126
C 5.854 -1.392 -0.275
C 6.808 -2.588 -0.303
O 7.380 -2.867 0.952
H 6.669 -2.995 1.591
H 7.651 -2.382 -0.966
H 6.277 -3.474 -0.684
H 5.408 -1.285 -1.264
H 5.051 -1.597 0.441
H 7.142 -0.308 1.041
H 7.303 0.146 -0.652
H 4.924 0.821 1.135
H 6.260 1.899 0.759
H 5.495 1.260 -1.774
H 4.883 2.655 -0.901
H 3.149 1.189 -2.055
H 3.464 -0.030 -0.824
H 2.868 1.671 0.942
H 2.479 2.813 -0.341
H 1.142 0.105 0.097
H 0.767 1.223 -1.215
H 0.541 1.908 1.746
H 0.017 2.924 0.405
H -1.137 0.170 1.032
H -1.824 1.692 1.600
H -2.211 2.423 -0.722
H -1.448 0.953 -1.331
H -3.812 0.647 -1.484
H -3.207 -0.412 -0.209
H -4.456 2.323 0.284
H -4.041 1.129 1.515
H -6.479 1.222 0.979
H -6.117 0.722 -0.673
H -5.378 -0.897 1.801
H -5.261 -1.438 0.131
H -7.218 -2.383 1.313
H -7.828 -0.758 1.626
H -8.132 -0.387 -0.805
H -9.043 -1.767 -0.206
H -6.427 -1.898 -1.775
H -7.234 -3.297 -1.063
H -8.026 -2.370 -2.337


No. 3
71
Properties=species:S:1:pos:R:3 method="wB97M-V/def2-TZVPD" largest_force_ha_per_bohr=0.093 energy_ha=-1837.0957 orbital_gap_ev=10.111 e_lumo_ev=0.58 smiles="COC(=O)OC.COC(=O)OC.COC(=O)OC.COC(=O)OC.COCCOCCOC"
C 0.889 -4.411 -5.061
O 1.537 -4.808 -3.811
C 2.100 -3.756 -3.035
C 1.206 -3.437 -1.836
O -0.025 -3.034 -2.389
C -0.946 -2.590 -1.389
C -2.312 -2.407 -2.088
O -3.399 -2.518 -1.109
C -4.660 -2.857 -1.679
H -0.141 -4.130 -4.840
H 0.746 -5.283 -5.698
H 1.285 -3.607 -5.681
H 2.179 -2.851 -3.638
H 3.077 -4.065 -2.665
H 1.751 -2.744 -1.194
H 1.009 -4.323 -1.234
H -0.487 -1.688 -0.985
H -1.114 -3.401 -0.680
H -2.390 -3.241 -2.786
H -2.305 -1.532 -2.738
H -4.655 -3.933 -1.849
H -4.817 -2.371 -2.642
H -5.392 -2.495 -0.957
C 5.935 -3.132 -0.096
O 4.826 -2.581 0.621
C 4.963 -2.220 2.007
O 5.823 -2.620 2.794
O 3.872 -1.533 2.377
C 3.613 -1.238 3.733
H 6.228 -4.149 0.164
H 6.825 -2.507 -0.161
H 5.751 -3.058 -1.168
H 4.427 -1.393 4.441
H 2.750 -1.869 3.948
H 3.081 -0.307 3.927
C 0.169 5.131 5.388
O 0.370 4.917 3.983
C -0.427 5.473 3.094
O -1.481 6.008 3.411
O 0.099 5.368 1.778
C -0.542 6.066 0.789
H 1.118 5.135 5.923
H -0.530 4.400 5.795
H -0.404 6.031 5.609
H -0.403 5.560 -0.166
H -0.129 7.060 0.616
H -1.611 6.104 0.996
C -1.340 2.170 1.472
O -1.410 0.820 1.339
C -0.387 0.083 1.777
O 0.743 0.591 2.104
O -0.700 -1.201 1.664
C 0.311 -2.125 2.090
H -1.139 2.359 2.527
H -2.274 2.543 1.050
H -0.527 2.582 0.876
H 1.011 -1.802 2.860
H 0.909 -2.325 1.201
H -0.177 -3.022 2.471
C -5.107 2.742 -1.410
O -3.885 2.379 -2.128
C -2.709 3.071 -1.874
O -2.606 4.035 -1.148
O -1.739 2.497 -2.606
C -0.310 2.673 -2.227
H -5.182 2.250 -0.440
H -6.064 2.575 -1.904
H -4.996 3.752 -1.016
H 0.323 2.177 -2.963
H -0.129 2.275 -1.229
H -0.077 3.735 -2.305


No. 4
74
Properties=species:S:1:pos:R:3 method="wB97M-V/def2-TZVPD" largest_force_ha_per_bohr=0.050 energy_ha=-1960.6163 orbital_gap_ev=6.555 e_lumo_ev=-0.76
Rb 1.573 -2.659 2.960
Rb 5.511 0.125 -2.357
C 0.866 1.106 -1.036
C 0.032 0.793 0.073
C 0.755 0.346 1.311
O 0.151 -0.029 2.334
C 2.158 0.338 1.389
C 2.940 0.437 0.245
C 2.241 0.909 -1.064
O 2.961 1.241 -2.049
O 4.169 0.117 0.222
O -1.165 1.009 0.136
H 0.397 1.462 -1.947
H 2.610 -0.051 2.289
C -5.829 -0.180 2.223
C -4.840 0.087 1.130
O -3.568 0.227 1.737
O -6.045 0.969 3.044
H -5.409 -0.994 2.828
H -6.792 -0.449 1.796
H -5.131 0.982 0.565
H -4.848 -0.764 0.431
H -2.941 0.475 1.038
H -5.184 1.283 3.340
C 4.108 -3.301 -0.254
C 3.612 -3.045 -1.683
O 4.706 -2.911 -2.608
O 3.194 -2.693 0.682
H 5.107 -2.948 -0.004
H 4.114 -4.389 -0.109
H 3.140 -2.059 -1.680
H 2.916 -3.806 -2.024
H 4.966 -3.749 -2.997
H 3.577 -1.788 0.740
C -2.800 1.966 -3.052
C -3.506 2.494 -1.833
O -2.855 3.627 -1.321
O -3.520 0.889 -3.680
H -1.784 1.650 -2.798
H -2.766 2.745 -3.816
H -3.510 1.737 -1.034
H -4.548 2.741 -2.034
H -1.941 3.381 -1.134
H -3.747 0.260 -2.985
C -1.444 -3.424 0.234
C -2.385 -2.298 0.619
O -2.955 -1.708 -0.546
O -0.758 -4.009 1.377
H -0.605 -3.018 -0.353
H -1.891 -4.164 -0.436
H -1.889 -1.531 1.219
H -3.224 -2.714 1.185
H -2.321 -1.778 -1.268
H -1.301 -4.673 1.812
C 1.312 1.399 -5.540
C 2.697 1.976 -5.472
O 2.977 2.731 -4.311
O 1.070 0.504 -4.497
H 1.262 0.809 -6.467
H 0.517 2.141 -5.675
H 2.868 2.649 -6.323
H 3.432 1.165 -5.603
H 2.907 2.218 -3.483
H 1.033 0.958 -3.641
C 1.142 2.177 5.548
C 1.903 1.511 6.672
O 2.505 0.266 6.242
O -0.022 1.442 5.191
H 1.771 2.281 4.655
H 0.822 3.161 5.894
H 1.152 1.305 7.450
H 2.639 2.199 7.095
H 3.382 0.205 6.625
H 0.329 0.639 4.785


No. 5
65
Properties=species:S:1:pos:R:3 method="wB97M-V/def2-TZVPD" charge=+1 s_squared=8.764 largest_force_ha_per_bohr=0.071 de_lowest_kj_mol=0.0 energy_ha=-2774.2320 multiplicity=6 orbital_gap_ev="7.949 / 7.344" e_lumo_ev="-2.84 / -3.75"
Mn -0.015 -1.039 -0.717
C -2.374 2.527 -3.161
O -2.172 2.059 -1.760
C -3.171 2.697 -0.951
C -3.102 2.187 0.418
O -3.798 0.950 0.384
C -4.329 0.623 1.723
C -4.622 -0.794 1.791
O -3.893 -1.477 0.736
C -3.965 -2.914 0.816
H -1.717 3.422 -3.215
H -3.446 2.652 -3.313
H -1.908 1.726 -3.761
H -4.200 2.613 -1.370
H -2.973 3.830 -0.942
H -3.518 2.832 1.190
H -2.081 2.008 0.709
H -5.283 1.195 1.913
H -3.492 0.956 2.407
H -5.674 -1.008 1.684
H -4.359 -1.140 2.734
H -3.231 -3.367 1.514
H -3.759 -3.304 -0.204
H -4.994 -3.201 1.061
C 3.223 1.870 1.738
Si 1.702 0.959 1.128
C 0.669 0.634 2.683
C 0.945 2.370 0.135
C 1.955 -0.619 0.073
C 2.299 -0.303 -1.310
C 3.602 -0.013 -1.787
C 3.766 0.521 -3.048
C 2.654 0.563 -3.892
C 1.419 0.197 -3.472
N 1.202 -0.144 -2.154
Si 2.837 -2.079 0.937
C 3.626 -3.183 -0.324
C 4.337 -1.501 2.016
C 1.517 -3.100 1.846
H 2.792 2.637 2.444
H 3.719 2.384 0.913
H 3.994 1.367 2.384
H 0.447 1.601 3.190
H 1.302 -0.064 3.293
H -0.309 0.176 2.468
H 0.734 3.198 0.860
H -0.036 2.282 -0.407
H 1.604 2.847 -0.642
H 4.362 -0.072 -1.093
H 4.702 0.932 -3.387
H 2.716 1.021 -4.880
H 0.492 0.189 -4.060
H 4.494 -2.750 -0.781
H 2.861 -3.282 -1.180
H 3.662 -4.223 0.023
H 4.949 -0.750 1.472
H 4.984 -2.417 2.015
H 4.098 -1.195 3.016
H 1.898 -3.278 2.827
H 1.184 -3.997 1.313
H 0.619 -2.437 1.903
N -1.960 -1.048 -1.431
H -2.041 -1.905 -1.943
H -2.370 -0.294 -1.966
H -2.573 -1.128 -0.604


No. 6
60
Properties=species:S:1:pos:R:3 method="wB97M-V/def2-TZVPD" charge=+1 largest_force_ha_per_bohr=0.020 energy_ha=-893.7674 orbital_gap_ev=10.039 e_lumo_ev=-3.02
C -3.503 1.610 0.019
C -2.594 1.770 1.221
O -2.501 3.129 1.597
C -1.180 1.186 0.948
N -1.134 -0.183 1.506
C -1.401 -1.335 0.810
C -1.313 -2.356 1.716
N -0.993 -1.798 2.916
C -0.889 -0.470 2.776
H -3.276 0.654 -0.453
H -4.548 1.583 0.306
H -3.352 2.398 -0.712
H -3.019 1.188 2.042
H -2.635 3.210 2.543
H -0.411 1.793 1.412
H -0.963 1.122 -0.113
H -1.631 -1.350 -0.237
H -1.458 -3.407 1.556
H -0.861 -2.281 3.790
H -0.645 0.246 3.536
C 5.468 1.152 5.137
C 4.051 1.460 4.662
C 3.193 0.211 4.467
C 3.710 -0.768 3.410
C 3.892 -0.173 2.015
C 2.595 0.356 1.415
H 6.017 0.551 4.411
H 6.032 2.072 5.291
H 5.452 0.608 6.083
H 4.093 2.037 3.735
H 3.562 2.104 5.397
H 2.171 0.520 4.214
H 3.118 -0.320 5.421
H 3.012 -1.612 3.345
H 4.659 -1.194 3.740
H 4.299 -0.945 1.358
H 4.634 0.628 2.036
H 1.844 -0.440 1.353
H 2.759 0.742 0.408
H 2.175 1.169 2.014
C -0.244 -0.029 -3.233
C -1.657 0.302 -3.704
C -2.561 -0.917 -3.876
C -2.090 -1.920 -4.930
C -1.909 -1.338 -6.331
C -3.197 -0.779 -6.928
H 0.302 -0.650 -3.942
H 0.334 0.888 -3.100
H -0.266 -0.548 -2.268
H -1.603 0.868 -4.636
H -2.107 0.977 -2.967
H -3.571 -0.578 -4.117
H -2.642 -1.439 -2.913
H -2.816 -2.738 -4.976
H -1.148 -2.375 -4.609
H -1.528 -2.127 -6.983
H -1.142 -0.559 -6.320
H -3.966 -1.551 -6.986
H -3.024 -0.404 -7.937
H -3.594 0.048 -6.337


No. 7
65
Properties=species:S:1:pos:R:3 method="wB97M-V/def2-TZVPD" charge=+1 s_squared=0.753 largest_force_ha_per_bohr=0.097 energy_ha=-1388.2974 multiplicity=2 orbital_gap_ev="5.589 / 5.705" e_lumo_ev="-4.95 / -4.84"
C 2.001 3.828 -5.847
O 2.708 2.721 -5.265
C 2.064 1.442 -5.548
C 0.831 1.226 -4.574
N 1.252 1.649 -3.130
H 1.507 2.625 -3.082
H 0.357 1.641 -2.663
C 2.448 0.953 -2.391
C 2.056 -0.381 -1.862
O 1.956 -1.223 -2.990
C 1.752 -2.630 -2.771
H 2.055 3.639 -6.919
H 2.624 4.707 -5.680
H 0.922 3.897 -5.711
H 2.877 0.719 -5.486
H 1.693 1.543 -6.568
H 0.628 0.157 -4.633
H 0.003 1.865 -4.882
H 2.710 1.607 -1.560
H 3.153 0.922 -3.222
H 1.121 -0.403 -1.301
H 2.841 -0.623 -1.146
H 2.422 -3.212 -2.138
H 1.701 -3.060 -3.771
H 0.726 -2.666 -2.405
Sn -0.330 5.141 -0.386
C 1.031 1.257 2.076
C 2.020 2.260 1.439
O 3.154 1.898 1.067
O 1.550 3.377 1.093
H 0.533 1.468 3.022
H 1.523 0.335 2.384
H 0.342 0.920 1.301
C 0.582 -3.027 1.219
C -0.733 -3.708 1.469
N -0.900 -4.164 2.819
C -0.866 -3.024 3.782
C -1.876 -1.772 3.628
C -2.252 -4.707 2.970
C -2.406 -5.364 4.286
H 0.695 -3.018 0.135
H 1.415 -3.648 1.546
H 0.595 -2.083 1.764
H -1.570 -3.137 1.066
H -0.738 -4.649 0.919
H -0.778 -3.339 4.822
H 0.127 -2.656 3.523
H -2.881 -2.094 3.900
H -1.636 -1.071 4.428
H -1.822 -1.162 2.727
H -2.430 -5.408 2.154
H -3.074 -4.018 2.779
H -3.197 -6.112 4.347
H -2.711 -4.718 5.109
H -1.440 -5.797 4.547
N -2.941 3.382 1.134
C -2.017 3.093 2.068
C -1.902 4.293 2.825
C -2.758 5.245 2.412
C -3.537 4.566 1.481
H -3.387 2.771 0.465
H -1.525 2.136 2.152
H -1.108 4.414 3.547
H -2.841 6.280 2.708
H -4.322 4.898 0.817